Entry 1:
Entry from the OMol25 dataset: 2 unconnected molecules or ions with the total composition C6H15PS3 in a non-equilibrium geometry (ωB97M-V/def2-TZVPD).

Values from the calculation:
* HOMO energy: -8.93 eV
* Kohn-Sham gap: 0.2711 Ha
* charge: 0
* electronic energy: -48259.3198 eV
* energy above the lowest of the compared OMol25 structures with the same formula, charge and spin: 0.0 kJ/mol

The geometry in XYZ format:
```
25
C6H15PS3, DFT ωB97M-V/def2-TZVPD
S 2.59881 -2.24491 1.11286
S -3.38355 -0.52145 -0.72724
S 2.40851 1.16965 0.99425
P 2.47111 -0.55041 0.16815
C -2.45427 -0.87793 1.79955
C -0.79775 -0.28752 0.06413
C 3.39648 0.72913 -2.22521
C 3.30358 -0.62496 -1.49444
C -2.38520 1.43550 1.03211
C -2.18833 -0.04410 0.54166
H -2.04817 1.46639 2.02608
H 3.98297 0.77740 -3.10248
H -0.12700 -0.56538 0.90480
H -1.44887 -0.99372 2.29718
H -0.40855 0.51826 -0.53772
H 4.35173 -0.92730 -1.22193
H 2.84249 -1.47995 -1.98075
H -3.35939 1.92488 0.85600
H 3.69372 1.39238 -1.47372
H 2.32587 1.01029 -2.49789
H -2.76970 -1.80003 1.48783
H -4.29778 0.17898 -0.09973
H -3.30471 -0.50080 2.39692
H -0.78595 -1.09387 -0.70608
H -1.61603 1.90948 0.38569
```

These are the Löwdin partial charges, in e, on atoms 1 to 8: 0.2051, 0.7908, 0.2645, -0.0878, -0.1240, -0.1935, -0.1618, -0.4428

***

Entry 2:
Entry from the OMol25 dataset: C3H5NO2 in the gas phase (ωB97M-V/def2-TZVPD).

Values from the calculation:
* HOMO energy: -10.43 eV
* Kohn-Sham gap: 0.4145 Ha
* structure (SMILES): [H]/N=C(/C)OC=O
* charge: 0
* electronic energy: -8776.8908 eV
* energy above the lowest of the compared OMol25 structures with the same formula, charge and spin: 77.6 kJ/mol

The geometry in XYZ format:
```
11
C3H5NO2, DFT ωB97M-V/def2-TZVPD
O -0.57070 -2.45138 -0.38850
O -0.29708 -0.48634 0.75153
N 0.84546 -0.17305 -1.32650
C -0.64480 -1.78194 0.60823
C 0.18040 1.71744 0.05292
C 0.29352 0.26576 -0.28815
H -0.87249 1.99279 0.17260
H -1.03982 -2.13322 1.57395
H 0.78961 -1.18620 -1.39950
H 0.69151 1.93437 0.99618
H 0.62440 2.30178 -0.75276
```

These are the Löwdin partial charges, in e, on atoms 1 to 8: 0.0803, 0.0335, 0.1883, -0.3044, -0.0180, -0.4411, 0.0881, 0.1471

***

Entry 3:
Entry from the OMol25 dataset: a molecular structure, C21H34B2F4N6RuS3 (ωB97M-V/def2-TZVPD).

Values from the calculation:
* HOMO energy (spin up / spin down): -14.67 / -14.69 eV
* Kohn-Sham gap (spin up / spin down): 0.2290 / 0.2284 Ha
* charge: +2
* electronic energy: -78574.9620 eV

The geometry in XYZ format:
```
71
C21H34B2F4N6RuS3, DFT ωB97M-V/def2-TZVPD
Ru 0.40210 1.53643 -0.42204
S -0.68398 1.41054 1.52414
S 2.04894 0.18514 -0.05194
S -0.97299 0.22698 -1.64281
F 0.15485 1.74300 -3.99883
F 0.97599 2.85858 -1.61288
F 1.66609 3.42310 -4.31104
F -0.51917 3.91125 -3.78869
N 0.23030 -1.05195 2.16645
N -1.75883 -1.33290 0.48867
N 0.92312 0.44909 3.61343
N 2.08380 -1.98348 -1.79576
N 0.60755 -2.12132 -0.17897
N -3.42821 -0.33673 -0.51805
C -5.73210 0.31145 -1.11178
C 0.27074 2.83613 4.10204
C 3.18362 -1.49212 -2.71381
C 1.56786 -1.36120 -0.72329
C 4.45929 -1.29227 -1.89752
C -2.91511 -1.68679 1.14092
C -2.09146 -0.50084 -0.51531
C 0.49500 -3.25069 -0.94818
C 2.71781 -0.20593 -3.39313
C 1.01636 -1.69106 3.09469
C 1.25457 1.70815 4.39011
C 1.17731 1.36800 5.87942
C 0.20477 0.25600 2.49586
C 3.43413 -2.56023 -3.77461
C -4.25982 0.50391 -1.46548
C 2.66984 2.11894 3.98978
C -3.89318 1.97591 -1.27740
C -4.03193 0.02424 -2.89778
C 1.40305 -3.16741 -1.94939
C -3.94752 -1.07417 0.52138
C 1.44966 -0.77081 3.98183
B 0.44725 3.04769 -4.00329
B -0.39474 -1.88438 0.99715
H 0.19536 0.97235 6.14227
H 1.33547 2.28218 6.44864
H -4.01022 2.26925 -0.23246
H 4.36678 -0.49410 -1.16168
H -0.76519 2.52385 4.24689
H -4.71234 0.56219 -3.55698
H 2.07093 -0.89380 4.84875
H 0.47264 3.63555 4.81317
H -0.62625 -2.96515 1.45417
H 3.74811 -3.50692 -3.33232
H 1.76148 -0.35466 -3.89546
H -5.96651 0.67498 -0.11048
H 1.18271 -2.75383 3.06130
H 3.45132 0.08721 -4.14319
H 1.94396 0.66345 6.19717
H 2.56162 -2.71756 -4.41006
H 3.39409 1.33420 4.21197
H 2.95769 3.01042 4.54565
H -0.20697 -4.03134 -0.71145
H 4.24396 -2.21502 -4.41374
H -6.04450 -0.72920 -1.21062
H -6.32334 0.89594 -1.81380
H 0.39319 3.25724 3.10744
H -2.87905 2.19372 -1.60641
H 4.74536 -2.21511 -1.39108
H 2.62961 0.62784 -2.69715
H 1.62479 -3.86579 -2.73377
H -4.24987 -1.04113 -2.98732
H -2.91077 -2.35681 1.98264
H 5.26633 -1.01300 -2.57363
H -4.99825 -1.12666 0.73172
H -4.56623 2.58837 -1.87569
H -3.02047 0.21654 -3.25281
H 2.71963 2.35451 2.92444
```

These are the Löwdin partial charges, in e, on atoms 1 to 8: 0.7039, 0.7821, 0.8146, 0.8040, 0.1869, -0.4290, 0.2884, 0.2809

***

Entry 4:
Entry from the OMol25 dataset: a molecular structure, C40H39GeN4O2Re in a non-equilibrium geometry (ωB97M-V/def2-TZVPD).

Values from the calculation:
* HOMO energy (spin up / spin down): -12.95 / -12.95 eV
* Kohn-Sham gap (spin up / spin down): 0.2370 / 0.2369 Ha
* charge: +2
* electronic energy: -110799.0151 eV
* energy above the lowest of the compared OMol25 structures with the same formula, charge and spin: 93.0 kJ/mol

The geometry in XYZ format:
```
87
C40H39GeN4O2Re, DFT ωB97M-V/def2-TZVPD
Re 1.75368 -0.63417 -0.10192
Ge 1.49618 2.96716 -0.75794
O 0.86184 -1.00101 3.56059
O 1.65801 -1.83033 1.62152
N -2.65969 -1.52663 4.53058
N -1.24010 0.26625 4.92254
N -3.49786 0.45856 5.34296
N -0.33680 -0.87014 0.22947
C -2.45216 -0.27249 4.94012
C -0.56159 2.47614 -2.68754
C 2.90496 -3.37651 -6.11221
C 3.03073 0.62827 -7.46808
C 1.88295 -1.07787 -1.99695
C 2.72332 -4.65596 -6.60325
C -1.58638 5.14124 1.12661
C 3.61765 0.50884 -4.75041
C 3.95483 3.41945 0.65442
C 5.00046 5.28259 -1.11447
C 1.10631 -3.73896 -4.53335
C 3.76411 4.70469 -1.36942
C 2.30102 -1.57153 -4.51917
C 0.76734 2.88372 -2.55305
C 1.50631 3.14609 -3.70361
C 1.66387 1.04792 -0.30557
C 3.23334 3.76237 -0.48967
C -1.31593 3.12623 2.40122
C 2.51687 -0.40272 -6.70421
C 2.04418 -1.34176 -3.19904
C 0.73896 -1.34288 2.40001
C 0.09503 3.52788 0.47770
C 3.86067 1.57822 -6.88380
C -0.56556 4.73950 0.27716
C 0.92723 3.01186 -4.95940
C 2.81309 -0.47736 -5.33583
C 0.91413 -5.00591 -5.04508
C 5.71485 4.92442 0.01889
C -1.13880 2.33206 -3.93909
C 1.72426 -5.46549 -6.07843
C -0.61502 -1.16455 1.68433
C 2.09395 -2.90222 -5.07117
C -0.28996 2.72861 1.55329
C -1.96694 4.33215 2.18847
C -0.39190 2.60353 -5.07831
C -1.54484 -2.38202 1.80181
C 4.15319 1.51810 -5.52655
C -1.50205 -3.23419 3.07710
C -1.61792 -2.55543 4.44063
C 5.19047 3.99451 0.90655
H 1.57775 -6.46204 -6.47324
H -0.29098 5.38007 -0.55355
H 5.74292 3.72245 1.79614
H -2.76458 4.64794 2.84800
H 3.36362 -5.02617 -7.39186
H -2.56524 -2.03789 1.61799
H 2.79243 0.68986 -8.52107
H 3.20898 5.01797 -2.24474
H 0.23323 1.79686 1.75050
H 1.50890 3.22843 -5.84562
H 1.86127 -1.13630 -7.15368
H -0.57512 -3.81221 3.10572
H 5.40176 6.01903 -1.79796
H 3.70090 -2.75599 -6.50037
H 0.47619 -3.36546 -3.73672
H -2.30253 -3.96971 2.97316
H 3.55303 2.69898 1.35976
H 3.85088 0.44501 -3.69535
H -0.43409 -0.20421 4.49373
H -1.60181 2.49518 3.23589
H -0.69164 -1.62825 -0.34883
H 2.54532 3.44231 -3.63304
H -3.38858 1.42960 5.57967
H 0.13454 -5.64049 -4.64656
H -4.37894 0.02802 5.56548
H -1.08898 -0.28027 2.11143
H -3.61809 -1.84056 4.52285
H -0.84314 2.50609 -6.05713
H -1.83033 -3.31845 5.19028
H -0.82776 -0.03099 -0.06371
H 4.80604 2.25548 -5.07866
H -1.30135 -3.07023 0.98687
H -1.16498 2.29644 -1.80214
H 4.28136 2.36934 -7.49085
H -2.17313 2.02615 -4.02912
H 6.67792 5.37610 0.21584
H -1.08211 1.15003 5.37730
H -0.67533 -2.10327 4.72195
H -2.08713 6.08543 0.95920
```

These are the Löwdin partial charges, in e, on atoms 1 to 8: 1.3218, 0.9550, 0.0622, -0.1452, 0.1047, 0.2245, 0.2097, -0.0085

***

Number 2 is which compound? C3H5NO2

***

Which value of electronic energy does entry 2 give? -8776.8908 eV

***

Which formula does entry 2 have? C3H5NO2